(A)
Density functional theory data (ωB97M-V/def2-TZVPD) for one molecule with the formula C5H12N2S.

Structure (ORCA input):
```
! RIJCOSX wB97M-V def2-TZVPD def2/J DEFGRID3
* xyz 0 1
C 0.8193 0.9326 -0.6232
C 1.8372 -0.1348 0.0117
C 2.2957 -0.0727 1.3846
C -3.2271 0.7281 -0.6227
C 2.2060 -1.1907 -0.7339
N -0.5438 0.3553 -0.6678
N -2.3244 -0.9206 1.0800
S -1.7817 0.4559 0.5450
H 0.9773 1.3256 -1.5827
H 0.7426 1.7439 0.0395
H 1.7677 0.7769 1.7761
H 2.0446 -0.9939 1.8790
H 3.3615 0.1674 1.4472
H -3.3075 -0.2036 -1.1986
H -4.1473 0.9931 -0.0571
H -2.9618 1.5797 -1.1390
H 2.8126 -2.0279 -0.3215
H 1.9306 -1.4163 -1.7576
H -0.5956 -0.5565 -1.2027
H -1.9061 -1.5416 1.7436
*
```

The calculation puts the HOMO-LUMO gap at 8.98 eV. The HOMO energy is -0.2952 hartree. Its LUMO energy is 0.944 eV.



(B)
Density functional theory data (ωB97M-V/def2-TZVPD) for one molecule with the formula C5H12N2S.

Structure (ORCA input):
```
! RIJCOSX wB97M-V def2-TZVPD def2/J DEFGRID3
* xyz 0 1
C -2.7961 -0.8630 0.1233
C -2.0196 0.4229 0.1536
C -0.5765 0.3294 -0.4541
C 0.2877 -0.8954 0.1117
C 4.0534 0.2817 0.2807
H -3.8105 -0.8743 0.5723
H -2.3112 -1.6352 0.7591
H -2.8130 -1.3043 -0.8792
H -1.8511 0.7609 1.2119
H -2.4854 1.2336 -0.3493
H -0.8041 -0.0039 -1.5204
H 0.9962 1.5144 -0.1709
H -0.0324 2.4027 -1.1427
H 0.2662 -0.8801 1.2333
H -0.1864 -1.8776 -0.1427
H 4.6830 1.0033 0.8836
H 4.6491 -0.5265 -0.0977
N -0.0148 1.6712 -0.3361
N 2.7687 0.2748 0.2700
S 1.9967 -1.0346 -0.5064
*
```

The calculation puts the HOMO-LUMO gap at 9.58 eV. The HOMO energy is -0.3213 hartree. As for the SMILES: C=NSC[C@H](N)CC. Its LUMO energy is 0.835 eV.



Which structure is the most stable? The one labeled (B).